ORCA calculation (the ωB97M-V functional and the def2-TZVPD basis) on 4 unconnected molecules or ions with the total composition C25H43FO10.

The geometry in XYZ format:
```
79
Properties=species:S:1:pos:R:3:mulliken_charge:R:1
C 1.23 -2.46 -0.86 -0.67
O 2.57 -2.42 -1.32 -0.41
C 3.49 -2.20 -0.29 -0.34
C 4.87 -1.95 -0.87 -0.71
C 5.87 -1.31 0.09 -0.67
C 6.27 -2.17 1.30 -0.78
C 5.23 -2.16 2.46 -0.05
C 5.81 -1.75 3.78 -0.27
C 6.37 -0.61 4.20 0.35
C 6.58 0.65 3.45 -0.31
C 5.85 1.86 4.07 0.62
C 6.76 3.08 4.12 -1.42
F 4.77 2.17 3.22 -0.37
C 6.72 -0.80 5.63 0.39
O 7.18 0.00 6.39 -0.55
O 6.41 -2.09 6.01 -0.33
C 5.78 -2.71 4.93 -0.11
O 5.31 -3.80 5.00 -0.52
H 1.17 -2.70 0.21 0.33
H 0.66 -3.21 -1.40 0.22
H 0.74 -1.49 -1.00 0.20
H 3.18 -1.37 0.36 0.39
H 3.53 -3.09 0.36 0.31
H 4.74 -1.27 -1.72 0.36
H 5.27 -2.88 -1.28 0.27
H 6.79 -1.13 -0.48 0.33
H 5.54 -0.32 0.41 0.24
H 7.23 -1.82 1.67 0.50
H 6.42 -3.20 0.98 0.47
H 4.79 -3.15 2.57 0.56
H 4.44 -1.45 2.21 0.27
H 7.66 0.86 3.43 0.40
H 6.22 0.53 2.43 -0.05
H 5.46 1.62 5.06 0.27
H 7.19 3.22 3.13 0.37
H 6.21 3.98 4.40 0.37
H 7.57 2.89 4.82 0.33
C -5.21 -4.69 -2.18 -1.12
C -4.93 -3.49 -1.31 0.17
O -3.67 -3.59 -0.65 -0.39
C -2.52 -3.17 -1.22 0.75
C -2.51 -2.81 -2.68 -0.93
O -1.52 -3.16 -0.56 -0.51
H -4.48 -4.78 -2.99 0.26
H -6.21 -4.61 -2.63 0.37
H -5.16 -5.61 -1.60 0.32
H -5.00 -2.55 -1.86 -0.08
H -5.67 -3.44 -0.50 0.38
H -2.22 -3.69 -3.26 0.29
H -1.76 -2.03 -2.83 0.28
H -3.46 -2.43 -3.06 0.32
C -6.57 1.64 1.23 -1.24
C -5.71 2.05 0.05 -0.23
O -5.28 0.92 -0.72 -0.32
C -6.01 0.36 -1.69 0.92
C -7.46 0.75 -1.84 -1.16
O -5.50 -0.48 -2.39 -0.65
H -7.49 1.16 0.90 0.28
H -6.83 2.51 1.83 0.39
H -6.03 0.92 1.85 0.32
H -6.20 2.79 -0.58 0.22
H -4.79 2.51 0.42 0.39
H -8.07 0.03 -1.28 0.33
H -7.72 0.69 -2.89 0.32
H -7.69 1.76 -1.50 0.34
C -2.04 5.64 -3.79 -0.94
C -2.84 5.64 -2.51 -0.34
O -4.24 5.50 -2.75 -0.37
C -4.85 4.31 -2.91 0.67
C -4.01 3.07 -3.09 -0.18
O -6.05 4.28 -2.96 -0.58
H -2.13 4.70 -4.33 0.28
H -0.98 5.81 -3.58 0.35
H -2.39 6.43 -4.46 0.29
H -2.49 4.88 -1.81 0.31
H -2.74 6.60 -2.01 0.33
H -3.87 2.87 -4.15 0.33
H -4.55 2.24 -2.64 -0.44
H -3.04 3.11 -2.60 0.27
```

Results
HOMO level (eV): -9.39
Total charge: 0
Orbital gap (eV): 8.7644
SMILES string: COCCCCCC1=C(C[C@@H](C)F)C(=O)OC1=O.CCOC(C)=O.CCOC(C)=O.CCOC(C)=O



ORCA calculation (the ωB97M-V functional and the def2-TZVPD basis) on a molecular structure, C25H43I2N9OPV in a non-equilibrium geometry.

The geometry in XYZ format:
```
82
Properties=species:S:1:pos:R:3:lowdin_spin:R:1
V -0.81 0.73 -0.77 2.72
I -4.32 5.64 3.74 0.00
C -3.22 4.08 2.85 0.00
C -2.03 3.65 3.42 0.00
C -1.34 2.61 2.83 0.00
I 0.51 2.05 3.67 0.00
C -1.76 1.94 1.66 0.01
O -1.10 0.93 1.17 0.04
C -2.94 2.47 1.07 0.00
C -3.42 1.91 -0.24 0.01
N -2.38 2.00 -1.27 0.02
C -1.85 3.37 -1.46 0.01
C -0.51 3.51 -0.79 0.03
C -0.01 4.75 -0.39 0.00
C 1.22 4.82 0.24 0.03
C 1.90 3.63 0.48 0.00
C 1.34 2.45 0.05 0.03
N 0.18 2.37 -0.60 0.01
C -3.65 3.49 1.67 0.00
H -1.64 4.12 4.31 0.00
H -3.69 0.86 -0.13 0.00
H -4.32 2.46 -0.54 0.00
H -2.83 1.72 -2.14 0.00
H -1.74 3.60 -2.53 0.00
H -2.54 4.11 -1.04 0.00
H -0.60 5.64 -0.56 0.00
H 1.63 5.76 0.55 0.00
H 2.84 3.62 1.01 0.00
H 1.84 1.50 0.24 0.00
H -4.56 3.84 1.20 0.00
N 0.68 -3.50 -4.91 0.00
C 0.73 -2.27 -4.04 0.00
C 2.16 -2.02 -3.58 0.00
C 2.21 -0.73 -2.73 0.00
N 1.37 -0.89 -1.54 0.02
C 1.75 0.46 -3.58 0.00
C 0.37 0.27 -4.21 0.00
N -0.66 0.53 -3.19 0.02
C 0.21 -1.10 -4.88 0.00
H 1.08 -4.32 -4.43 0.00
H 1.24 -3.33 -5.76 0.00
H -0.27 -3.73 -5.21 0.00
H 0.09 -2.43 -3.17 0.00
H 2.82 -1.90 -4.43 0.00
H 2.52 -2.86 -2.98 0.00
H 3.27 -0.55 -2.46 0.00
H 1.53 -0.09 -0.93 0.00
H 1.68 -1.71 -1.03 0.00
H 2.49 0.62 -4.37 0.00
H 1.73 1.36 -2.96 0.00
H 0.28 1.01 -5.02 0.00
H -1.55 0.17 -3.54 0.00
H -0.76 1.54 -3.16 0.00
H 0.78 -1.07 -5.81 0.00
H -0.84 -1.25 -5.12 0.00
N -1.96 -1.16 -0.66 0.02
H -2.35 -1.04 0.27 0.00
H -1.28 -1.91 -0.62 0.00
H -2.72 -1.44 -1.28 0.00
C 1.60 -2.08 4.79 0.00
N 0.17 -2.55 4.49 0.00
C 0.26 -3.96 3.93 0.00
N 1.10 -4.00 2.80 0.00
C 2.44 -3.54 3.14 0.00
N 2.40 -2.18 3.63 0.00
C 2.09 -1.21 2.62 0.00
P 0.36 -1.42 1.88 0.00
C -0.51 -1.63 3.55 0.00
C 0.56 -3.30 1.65 0.00
H 2.00 -2.72 5.58 0.00
H 1.55 -1.04 5.14 0.00
H -0.35 -2.58 5.37 0.00
H -0.75 -4.30 3.67 0.00
H 0.67 -4.61 4.71 0.00
H 3.08 -3.59 2.25 0.00
H 2.86 -4.20 3.91 0.00
H 2.82 -1.29 1.81 0.00
H 2.17 -0.21 3.05 0.00
H -1.52 -2.00 3.38 0.00
H -0.60 -0.65 4.03 0.00
H 1.22 -3.47 0.80 0.00
H -0.42 -3.74 1.42 0.00
```

Results
Energy relative to the best compared isomer or geometry (same formula, charge and spin) (eV): 0.656
HOMO level (spin up / spin down) (eV): -13.66 / -13.81
Total charge: +3
Orbital gap (spin up / spin down) (eV): 6.1559 / 6.2949
Multiplicity: 4
⟨S²⟩: 3.759



ORCA calculation (the ωB97M-V functional and the def2-TZVPD basis) on a molecular structure, C25H44B6Ca2F27N8O3S in a non-equilibrium geometry.

The geometry in XYZ format:
```
116
Properties=species:S:1:pos:R:3:mulliken_charge:R:1
Ca -2.73 -0.62 -5.62 1.97
Ca 4.01 2.98 1.01 1.97
C -2.53 -5.92 8.26 -1.00
C -1.79 -7.22 7.82 -0.63
N -1.01 -7.01 6.62 0.14
C -1.30 -7.41 5.34 -0.31
C -0.26 -7.03 4.54 -0.28
N 0.62 -6.28 5.28 0.14
C 0.13 -6.30 6.56 -0.22
C 1.82 -5.58 4.86 -0.74
H -1.77 -5.18 8.49 0.34
H -3.18 -6.00 9.13 0.36
H -3.00 -5.58 7.33 0.33
H -2.52 -8.01 7.63 0.34
H -1.15 -7.70 8.57 0.38
H -2.21 -7.86 4.95 0.40
H -0.12 -7.31 3.51 0.41
H 0.64 -5.98 7.46 0.38
H 1.60 -4.52 4.71 0.34
H 2.23 -5.96 3.93 0.32
H 2.53 -5.69 5.69 0.30
C 6.79 -3.65 -5.42 -1.04
C 7.09 -4.96 -4.67 -0.56
N 6.01 -5.93 -4.85 0.20
C 4.77 -5.83 -4.36 -0.27
C 4.03 -6.96 -4.85 -0.45
N 4.87 -7.68 -5.62 0.13
C 6.04 -7.04 -5.67 -0.15
C 4.46 -8.98 -6.32 -0.78
H 7.64 -2.99 -5.24 0.36
H 5.92 -3.05 -5.15 0.35
H 6.83 -3.77 -6.50 0.33
H 7.33 -4.82 -3.61 0.37
H 8.02 -5.32 -5.11 0.27
H 4.53 -4.99 -3.73 0.46
H 3.02 -7.25 -4.60 0.43
H 6.91 -7.38 -6.21 0.36
H 4.41 -8.86 -7.41 0.33
H 3.50 -9.34 -5.95 0.30
H 5.18 -9.76 -6.10 0.35
C -2.11 12.91 -1.80 -1.39
C -2.04 11.44 -2.18 -0.18
N -1.14 11.08 -3.21 0.19
C -0.40 11.93 -4.04 -0.23
C 0.57 11.19 -4.80 -0.42
N 0.24 9.85 -4.53 0.14
C -0.75 9.82 -3.53 -0.29
C 0.87 8.69 -5.19 -0.83
H -2.33 13.52 -2.68 0.41
H -1.29 13.30 -1.20 0.35
H -2.98 12.98 -1.15 0.37
H -3.02 11.16 -2.57 0.30
H -1.83 10.82 -1.32 0.40
H -0.58 12.99 -3.97 0.36
H 1.29 11.52 -5.53 0.41
H -1.13 8.95 -3.01 0.41
H 1.86 8.97 -5.56 0.31
H 0.20 8.23 -5.92 0.33
H 1.15 7.84 -4.56 0.35
C -5.57 -1.27 3.60 -1.01
C -5.92 0.04 4.36 -0.59
N -7.30 0.42 4.28 0.21
C -7.96 1.04 3.24 -0.35
C -9.33 1.12 3.59 -0.42
N -9.48 0.70 4.90 0.16
C -8.24 0.21 5.28 -0.19
C -10.68 0.91 5.71 -0.86
H -4.49 -1.41 3.50 0.36
H -5.87 -1.17 2.56 0.33
H -6.05 -2.15 4.02 0.31
H -5.23 0.86 4.16 0.41
H -5.70 -0.10 5.42 0.29
H -7.41 1.28 2.34 0.49
H -10.22 1.41 3.05 0.46
H -8.04 -0.21 6.26 0.37
H -10.32 1.13 6.71 0.36
H -11.38 0.08 5.78 0.29
H -11.17 1.82 5.35 0.38
B -2.76 -5.44 -4.04 0.62
F -2.20 -5.74 -2.85 -0.37
F -1.75 -4.88 -4.78 -0.43
F -3.13 -6.60 -4.71 -0.39
F -3.76 -4.47 -3.92 -0.43
B 1.03 0.54 -1.10 0.47
F 1.41 1.49 -1.98 -0.37
F 2.13 -0.22 -0.75 -0.40
F 0.64 1.10 0.03 -0.31
F 0.04 -0.20 -1.68 -0.38
B 0.32 1.18 -9.06 0.56
F 1.19 2.00 -9.62 -0.34
F 0.08 0.18 -10.00 -0.39
F 0.69 0.63 -7.81 -0.43
F -0.78 1.94 -8.80 -0.39
B 1.19 7.02 1.88 0.59
F -0.20 7.14 1.94 -0.40
F 1.58 6.57 0.65 -0.42
F 1.86 8.20 2.19 -0.39
F 1.65 6.07 2.69 -0.37
B 2.48 0.88 6.89 0.60
F 3.12 1.28 5.70 -0.43
F 3.36 0.12 7.64 -0.41
F 2.30 1.97 7.61 -0.34
F 1.30 0.26 6.55 -0.41
B -5.21 2.50 -3.76 0.48
F -5.90 3.52 -3.35 -0.31
F -5.52 2.10 -5.06 -0.41
F -3.89 2.68 -3.71 -0.35
F -5.45 1.35 -3.05 -0.39
C 10.91 -0.63 1.31 0.61
F 11.64 -1.72 1.03 -0.25
F 11.61 0.25 2.02 -0.22
F 10.65 -0.13 0.09 -0.25
S 9.21 -1.00 2.30 1.04
O 8.93 -2.42 2.28 -0.63
O 9.44 -0.50 3.68 -0.62
O 8.23 -0.17 1.52 -0.68
```

Results
HOMO level (eV): -8.55
Total charge: +1
Orbital gap (eV): 2.9044